Record 1
9 unconnected molecules or ions with the total composition C5H32N3O8. Source: the OMol25 dataset; level of theory: the ωB97M-V functional and the def2-TZVPD basis.

Values from the calculation:
energy relative to the best compared isomer or geometry (same formula, charge and spin) = 536.1 kJ/mol
HOMO energy = -11.7 eV
total charge = +1
total energy = -975.45992 hartree
lowest unoccupied orbital energy = -2.37 eV

Geometry (Å):
N1 -1.0508 -1.9305 -2.4110
C1 -0.9038 -0.3399 -2.7903
C2 -0.0704 0.3562 -1.5865
N2 -0.6363 -0.4682 -0.4970
C3 0.2893 -0.9557 0.5982
C4 -0.3621 -0.8226 2.2142
N3 -1.4008 0.2045 2.3797
C5 -0.9268 1.5298 2.6192
H1 -1.4973 -2.0268 -1.5184
H2 -1.2879 -2.6220 -3.1438
H3 -0.0673 -2.0502 -2.1220
H4 -0.6715 -0.2224 -3.9094
H5 -1.8904 0.0087 -2.5284
H6 1.1172 0.1926 -1.7807
H7 -0.1682 1.5182 -1.2722
H8 -1.5336 -0.0045 -0.1141
H9 0.3183 -2.0340 0.6223
H10 1.2739 -0.4279 0.5956
H11 -0.9377 -1.7973 2.3734
H12 0.5579 -0.8041 2.9644
H13 -2.1408 -0.0636 3.0649
H14 -0.4029 1.7657 1.5479
H15 -0.3189 1.6267 3.5701
H16 -1.6957 2.4174 2.8119
H17 -4.1051 -0.5517 -0.6105
H18 -4.4471 -0.8887 0.8426
O1 -4.0069 -1.2703 0.0407
H19 2.8223 -3.2774 0.6339
H20 1.9300 -4.1753 0.0219
O2 1.9862 -3.2286 0.1868
H21 2.0405 1.5937 2.3566
H22 3.5242 2.1345 1.6905
O3 2.7892 1.3857 1.8778
H23 1.9582 2.8747 -2.9715
H24 1.0570 3.4640 -2.0056
O4 1.0610 2.6977 -2.5590
H25 -0.5512 4.4411 -0.3630
H26 0.1131 3.1843 -0.1625
O5 0.2807 4.1559 -0.2832
H27 -3.1569 1.0441 0.6904
H28 -4.1976 1.7299 0.0040
O6 -3.3785 1.5405 -0.1182
H29 4.2464 -1.2515 0.9752
H30 3.2186 -1.5054 2.1604
O7 3.7070 -1.8404 1.4767
H31 3.1851 -1.8494 -2.2812
H32 2.1334 -1.8030 -1.1163
O8 2.1971 -1.6545 -2.1748

---

Record 2
12 unconnected molecules or ions with the total composition C5H32NO13. Source: the OMol25 dataset; level of theory: the ωB97M-V functional and the def2-TZVPD basis.

Values from the calculation:
energy relative to the best compared isomer or geometry (same formula, charge and spin) = 507.5 kJ/mol
HOMO energy = -13.0 eV
total charge = +1
total energy = -1242.26342 hartree
lowest unoccupied orbital energy = -2.38 eV

Geometry (Å):
O1 1.7643 -1.4995 2.6664
C1 0.9704 -1.3374 1.8029
C2 0.9738 -0.1027 0.9311
C3 1.4797 -0.2832 -0.4682
C4 1.9093 1.0076 -1.1257
C5 3.3145 1.0029 -1.7226
O2 4.1892 0.1601 -1.6418
N1 1.8500 0.9175 1.6606
H1 0.1737 -2.0950 1.5959
H2 -0.0159 0.3704 0.9168
H3 2.4531 -0.8605 -0.5351
H4 0.6279 -0.9518 -1.0405
H5 1.2209 1.1929 -2.0739
H6 1.7543 2.0287 -0.5254
H7 3.3964 2.0203 -2.2787
H8 1.3713 1.8472 1.8025
H9 2.7815 0.9622 1.3377
H10 2.0418 0.7396 2.6746
H11 -1.6671 -2.3851 -0.0986
H12 -0.6389 -3.0303 -1.0343
O3 -0.7526 -2.6774 -0.1043
H13 0.7190 3.8785 1.9843
H14 -0.4777 3.3651 1.1057
O4 0.3659 3.1725 1.5796
H15 -2.7239 0.9415 3.5326
H16 -2.5963 -0.1590 2.4620
O5 -2.3009 0.6518 2.7069
H17 -0.2687 -2.5116 -4.4201
H18 0.9791 -2.6775 -3.4329
O6 0.1191 -2.1140 -3.5641
H19 -4.0734 2.0185 1.6444
H20 -3.7655 0.6599 0.9588
O7 -3.6934 1.6634 0.8144
H21 2.7550 -3.2798 -1.1508
H22 2.9040 -2.2961 -2.3712
O8 2.2979 -2.8962 -1.9348
H23 4.2914 -1.0275 2.1637
H24 4.8290 -0.2658 0.9555
O9 4.1551 -0.2828 1.6602
H25 -1.2470 0.6254 -2.5103
H26 -1.6624 1.2290 -1.2539
O10 -2.1067 0.6758 -1.9833
H27 -4.7408 -1.2685 0.9151
H28 -3.2284 -1.6315 0.8517
O11 -3.9309 -0.9944 1.2025
H29 -2.6530 -0.8288 -1.5299
H30 -3.9655 -0.7880 -1.1403
O12 -3.1428 -1.4170 -1.1156
H31 -2.4369 2.3317 0.2201
H32 -2.0257 3.3384 -0.8820
O13 -1.5732 2.8605 -0.2078

---

Record 3
10 unconnected molecules or ions with the total composition C5H32NO9. Source: the OMol25 dataset; level of theory: the ωB97M-V functional and the def2-TZVPD basis.

Values from the calculation:
spin multiplicity = 2
HOMO energy (alpha / beta) = -15.8 / -15.8 eV
total charge = +2
total energy = -940.81628 hartree
<S²> = 0.75
lowest unoccupied orbital energy (alpha / beta) = -5.73 / -13.04 eV

Geometry (Å):
C1 -0.4054 0.7544 0.3109
C2 0.0691 1.5893 -0.8936
C3 -0.9347 2.5292 -1.6455
C4 -0.9366 3.8932 -1.1266
C5 -0.5799 2.5280 -3.1040
N1 -1.3663 -0.3935 0.0063
H1 -0.9184 1.4534 1.0961
H2 0.4754 0.3505 0.8580
H3 0.7113 0.9455 -1.5816
H4 0.9550 2.2955 -0.5464
H5 -1.9671 2.0556 -1.3879
H6 0.0694 4.2368 -1.0718
H7 -1.3810 3.8917 -0.0338
H8 -1.4483 4.5984 -1.6169
H9 -1.3204 1.7456 -3.3885
H10 -0.6540 3.4208 -3.7206
H11 0.4434 2.3923 -3.1700
H12 -1.5946 -0.9561 0.9191
H13 -2.2432 -0.1243 -0.4080
H14 -0.9050 -1.1634 -0.5857
H15 0.9393 -2.6107 0.8613
H16 1.5711 -2.9756 -0.4020
O1 0.8514 -2.5100 -0.0062
H17 4.0034 -1.4397 0.9843
H18 2.4463 -1.3164 1.1199
O2 3.2357 -0.7965 0.6902
H19 3.2171 -2.3016 -1.7630
H20 2.3111 -3.4366 -2.5367
O3 2.7848 -3.1175 -1.7648
H21 3.0657 2.1058 2.2531
H22 2.9718 0.6220 1.6619
O4 3.0860 1.1601 2.4185
H23 -3.9021 -1.5574 2.2306
H24 -3.9713 -0.0571 2.6112
O5 -3.4007 -0.8124 2.3299
H25 0.5221 -2.4505 3.0440
H26 1.7827 -1.5105 3.1519
O6 1.1878 -1.8835 2.5891
H27 3.5482 -0.5458 3.5127
H28 2.4471 0.3338 4.2437
O7 2.7911 -0.5980 4.1717
H29 -1.2726 -3.6302 -1.4540
H30 -1.3616 -3.4945 -2.9623
O8 -1.4495 -2.9541 -2.1334
H31 -4.6790 -0.9337 -1.1384
H32 -4.6530 0.6900 -1.3477
O9 -4.1415 -0.0221 -1.2750

---

Record 4
11 unconnected molecules or ions with the total composition C5H32O10S. Source: the OMol25 dataset; level of theory: the ωB97M-V functional and the def2-TZVPD basis.

Values from the calculation:
energy relative to the best compared isomer or geometry (same formula, charge and spin) = 0.0 kJ/mol
HOMO energy = -8.5 eV
total energy = -1360.24808 hartree
SMILES string = CCCCSC.O.O.O.O.O.O.O.O.O.O
lowest unoccupied orbital energy = 0.14 eV

Geometry (Å):
C1 -2.4909 2.3715 0.6052
C2 -2.4240 1.6789 -0.7434
C3 -1.5460 0.3992 -0.7735
C4 -0.0693 0.7707 -0.4428
S1 0.8459 1.7526 -1.7219
C5 2.1444 0.6585 -2.3959
H1 -3.1183 2.0118 1.4230
H2 -1.5269 2.5269 1.0990
H3 -2.9544 3.3182 0.3416
H4 -2.1493 2.2418 -1.6250
H5 -3.4796 1.4172 -0.9234
H6 -1.5813 -0.2558 -1.6334
H7 -1.8101 -0.3047 0.0251
H8 -0.0660 1.5685 0.2786
H9 0.3306 -0.0383 0.2350
H10 2.7160 1.0800 -3.2024
H11 1.7261 -0.3058 -2.6737
H12 2.8842 0.4901 -1.5958
O1 1.7744 2.4280 1.6029
H13 2.2878 3.1280 2.0817
H14 2.1292 2.5463 0.6761
O2 3.8463 1.5252 0.2821
H15 3.6005 0.6250 0.0957
H16 4.5204 1.7431 -0.3354
O3 1.3622 -3.5404 1.2786
H17 1.4538 -3.3214 0.3416
H18 2.1686 -3.0682 1.5808
O4 -0.6915 0.5891 4.4301
H19 -0.6854 -0.1502 3.7941
H20 0.0593 1.1327 4.2631
O5 -0.3266 -1.5492 1.9292
H21 -1.0953 -1.9241 2.3589
H22 0.1427 -2.3342 1.6404
O6 -2.5847 -2.8645 -1.3958
H23 -3.5328 -2.9339 -1.2982
H24 -2.2603 -3.5593 -1.9864
O7 2.2386 -0.0835 2.6685
H25 2.1063 0.8285 2.3601
H26 1.3653 -0.4948 2.7498
O8 -1.4364 -1.7093 -3.9709
H27 -1.4486 -2.1881 -3.1092
H28 -2.1556 -1.0517 -3.8756
O9 -3.9321 -0.1752 -3.2232
H29 -3.2851 0.5130 -3.2725
H30 -4.0138 -0.5040 -2.3091
O10 3.4839 -1.8329 1.1509
H31 4.4088 -1.9317 1.4249
H32 3.0690 -1.2235 1.7905

---

Record 5
11 unconnected molecules or ions with the total composition C5H33N2O10. Source: the OMol25 dataset; level of theory: the ωB97M-V functional and the def2-TZVPD basis.

Values from the calculation:
energy relative to the best compared isomer or geometry (same formula, charge and spin) = 452.1 kJ/mol
HOMO energy = -11.0 eV
total charge = +1
total energy = -1071.90251 hartree
lowest unoccupied orbital energy = -2.42 eV

Geometry (Å):
C1 -1.2643 1.3073 2.6324
C2 0.1238 0.9914 2.9473
C3 0.8919 0.0687 2.0847
C4 1.2524 -1.1715 2.3361
C5 1.7562 -0.0919 -0.2859
N1 1.0864 0.6832 0.7440
N2 -1.9451 0.3599 1.7451
H1 -1.0979 2.2936 2.1048
H2 -1.8610 1.3204 3.5852
H3 0.6709 1.9506 3.0206
H4 0.3394 0.7537 4.0646
H5 1.7281 -1.8814 1.7552
H6 1.1214 -1.6356 3.3370
H7 1.6516 0.6893 -1.1246
H8 1.2440 -1.1258 -0.3191
H9 2.8000 -0.4540 -0.0075
H10 1.3939 1.6837 0.8874
H11 -2.0757 -0.6920 2.0601
H12 -2.8886 0.5049 1.3817
H13 -1.3278 0.1662 0.8765
H14 1.1615 3.3083 -0.9819
H15 0.6127 4.7512 -0.7523
O1 1.1020 4.0011 -0.3362
H16 -1.7360 -0.8321 -4.1791
H17 -0.7877 0.2107 -3.5858
O2 -1.5275 -0.3831 -3.3054
H18 1.8061 -4.2788 0.0771
H19 1.4635 -3.5234 -1.2533
O3 1.0871 -4.0931 -0.5442
H20 -2.2066 -3.6925 0.0991
H21 -0.8525 -4.2832 0.6955
O4 -1.7626 -4.1131 0.8873
H22 -2.1130 -2.8891 3.2604
H23 -2.1260 -2.8254 1.7544
O5 -2.0973 -2.2397 2.5210
H24 -0.1597 1.3657 -4.9647
H25 -0.4509 2.4885 -4.0240
O6 -0.0448 1.6405 -4.0159
H26 -4.4974 -0.1923 -0.5180
H27 -3.3583 -0.2061 -1.6452
O7 -3.4873 -0.0083 -0.6467
H28 4.6887 2.2858 0.0390
H29 3.5422 3.3721 0.3593
O8 3.7725 2.5482 -0.0781
H30 3.0325 3.1892 -1.9222
H31 2.1865 2.7670 -3.2648
O9 2.2950 2.7824 -2.3551
H32 -1.6700 -2.6151 -1.9477
H33 -0.5839 -1.7953 -1.8443
O10 -0.8882 -2.4604 -1.3538